16
Properties=species:S:1:pos:R:3 method="wB97M-V/def2-TZVPD" homo_lumo_gap_ev=7.7801 homo_ev=-7.071 e_lumo_ev=0.709 de_lowest_ev=4.841
C 1.060 -0.461 0.086
C 0.148 0.071 -1.203
N 0.037 1.407 -1.415
C -0.817 -0.634 -0.497
C -2.271 0.527 0.922
C 1.824 -1.561 0.088
O 1.215 0.556 1.002
N -2.069 -0.122 -0.141
H 2.095 0.497 1.390
H 0.882 1.932 -1.557
H -0.779 1.923 -1.113
H -0.811 -1.715 -0.535
H -1.492 0.732 1.666
H -3.274 0.905 1.108
H 2.581 -1.724 0.843
H 1.670 -2.333 -0.646